(1)
{"formula": "C5H7Br", "method": "ωB97M-V/def2-TZVPD", "species": ["C", "C", "C", "C", "C", "Br", "H", "H", "H", "H", "H", "H", "H"], "coordinates": [[0.120, 3.104, 0.194], [0.375, 1.937, 0.029], [-0.171, -2.034, -0.082], [0.792, 0.690, -0.363], [-0.542, -0.656, 0.350], [-2.225, -0.172, -0.442], [-0.316, 3.990, 0.548], [0.781, -2.299, 0.395], [0.007, -2.231, -1.175], [-0.978, -2.618, 0.329], [1.628, 0.362, 0.334], [1.037, 0.425, -1.486], [-0.509, -0.498, 1.370]], "forces_ev_per_a": [[-0.340, -0.981, 0.479], [-0.516, 2.785, -0.626], [1.111, -0.082, -0.293], [0.246, -5.920, 0.677], [2.326, 2.450, -4.619], [-0.153, 0.182, 0.294], [-0.020, 0.716, 0.000], [-0.224, -0.144, 0.160], [-0.706, 0.541, 1.000], [-0.072, -0.971, -0.178], [-0.651, 0.232, -1.200], [-0.815, 0.746, 2.356], [-0.188, 0.446, 1.949]], "relative_energy_kcal_mol": 60.20, "homo_energy_ev": -8.944, "e_tot_ev": -75337.208, "charge": 0}

=====

(2)
{"formula": "C5H7BrF3NO", "method": "ωB97M-V/def2-TZVPD", "species": ["C", "C", "C", "C", "C", "N", "O", "F", "F", "F", "Br", "H", "H", "H", "H", "H", "H", "H"], "coordinates": [[-1.495, -0.650, 0.046], [0.826, -1.247, -0.210], [-2.481, 0.215, -0.552], [1.356, -0.116, 0.640], [1.903, 1.024, -0.055], [-0.346, -0.860, -0.897], [0.528, 0.347, 1.667], [2.925, 0.658, -0.825], [0.995, 1.575, -0.936], [2.296, 2.036, 0.649], [-4.266, 0.373, 0.000], [-0.938, -0.079, 0.825], [-1.887, -1.601, 0.473], [1.590, -1.425, -0.949], [0.488, -2.005, 0.429], [-2.192, 1.009, -1.233], [-0.264, -0.027, -1.465], [0.962, 0.771, 2.393]], "forces_ev_per_a": [[1.773, -0.010, 0.563], [0.775, 2.165, 0.146], [-1.055, 0.777, -0.811], [-1.075, 0.236, 1.847], [0.341, 0.398, -2.525], [-2.728, -0.243, -1.101], [0.100, -1.451, -0.560], [0.848, -0.457, -0.579], [-0.340, 0.054, -0.107], [0.588, 1.204, 1.855], [0.448, -0.244, 0.068], [-1.818, -0.513, 0.232], [0.257, 0.543, -0.444], [0.358, -0.937, 0.052], [0.449, -1.761, 0.792], [-0.019, -0.142, 0.126], [0.273, -0.200, 0.006], [0.824, 0.581, 0.441]], "homo_energy_ev": [-8.614, -7.689], "e_tot_ev": -87026.865, "charge": 0}

=====

(3)
{"formula": "C5H7BrO", "method": "ωB97M-V/def2-TZVPD", "species": ["C", "C", "C", "C", "C", "O", "Br", "H", "H", "H", "H", "H", "H", "H"], "coordinates": [[-0.301, -1.370, 0.823], [-0.550, 0.018, 1.411], [-0.408, 0.333, -1.404], [1.465, 0.407, -0.254], [0.139, -0.120, 0.030], [-0.874, 1.526, -1.606], [2.697, -0.850, -0.998], [0.474, -1.913, 1.072], [-1.150, -1.857, 0.530], [-1.622, 0.385, 1.546], [-0.040, 0.445, 2.289], [-0.342, -0.430, -2.254], [1.557, 1.516, -0.476], [-1.044, 1.908, -0.708]], "forces_ev_per_a": [[-0.933, 5.504, -1.003], [-1.290, 0.599, 0.197], [2.613, -4.136, 3.027], [-0.899, 0.505, -1.687], [-2.855, 0.813, -1.011], [-0.892, 1.976, 0.639], [0.224, 0.388, 0.109], [3.691, -2.764, 1.838], [-1.908, -1.187, -1.014], [1.238, -0.867, -0.869], [0.546, -0.565, -0.801], [0.105, 1.645, 1.199], [0.410, -1.749, 0.385], [-0.050, -0.159, -1.007]], "relative_energy_kcal_mol": 93.32, "homo_energy_ev": [-7.225, -7.057], "e_tot_ev": -77383.469, "charge": 0}

=====

(4)
{"formula": "C5H7BrO2", "method": "ωB97M-V/def2-TZVPD", "species": ["Br", "O", "O", "C", "C", "C", "C", "C", "H", "H", "H", "H", "H", "H", "H"], "coordinates": [[-0.015, 2.551, -0.434], [-0.153, -1.484, -1.198], [1.158, -1.363, -0.546], [-1.096, -0.285, 0.601], [0.270, -0.054, 1.267], [0.411, 0.718, -0.993], [-0.782, -0.255, -0.921], [1.196, -0.036, 0.046], [-1.835, 0.490, 0.848], [-1.491, -1.289, 0.884], [0.309, 0.870, 1.851], [0.515, -0.872, 1.906], [0.922, 0.674, -1.979], [-1.611, 0.006, -1.565], [2.203, 0.329, 0.232]], "forces_ev_per_a": [[0.175, -0.491, -0.532], [0.102, -0.088, -0.733], [0.689, 0.270, 0.358], [-1.012, -0.213, -0.108], [0.002, 0.362, -0.370], [0.018, 0.138, -0.818], [0.475, 0.876, 1.785], [-0.823, -0.095, 0.394], [0.199, -0.292, 0.099], [0.073, 0.820, -0.386], [0.076, -0.111, -0.173], [0.352, -0.565, 0.494], [-0.488, 0.483, 0.634], [-0.062, -0.557, -0.375], [0.222, -0.536, -0.268]], "relative_energy_kcal_mol": 39.07, "homo_energy_ev": -9.389, "smiles": "Br[C@@H]1[C@@H]2CC[C@H]1OO2", "e_tot_ev": -79432.874, "charge": 0}